{
  "formula": "CHIN2",
  "method": "ωB97M-V/def2-TZVPD",
  "symbols": ["C", "N", "N", "I", "H"],
  "positions_angstrom": [[2.051166, 0.149631, -0.022648], [2.325589, -1.207797, -0.321099], [2.523368, -0.834873, 0.842014], [3.000315, 1.794945, -0.846897], [-0.538267, 0.121559, -0.027423]],
  "forces_ev_per_a": [[-0.98, 0.05, -0.59], [-0.10, -0.05, -0.43], [0.49, -0.24, 0.98], [0.14, 0.18, 0.03], [0.45, 0.07, 0.01]],
  "total_charge": 0,
  "homo_energy_ev": [-10.010, -9.021],
  "lumo_ev": [-1.2, -0.6],
  "orbital_gap_ev": [8.8, 8.4],
  "energy_ev": -12126.8659
}